[1]
The following is a quantum chemistry calculation of a structure of composition C20H21Cl2N3NiO5S, from the Open Molecules 2025 dataset.

Properties
Gap between HOMO and LUMO (spin up / spin down) = 8.26 / 8.26 eV
Total energy = -4142.06470 Ha
Charge = 0
Highest occupied orbital energy (spin up / spin down) = -8.7 / -8.7 eV
Energy relative to the best compared isomer or geometry (same formula, charge and spin) = 8.80 kJ/mol
Lowest unoccupied orbital energy (spin up / spin down) = -0.411 / -0.407 eV

Last column: Löwdin charge in e.
CARTESIAN COORDINATES (ANGSTROEM)
Ni  1.494  -0.255  0.859  0.344
C  5.708  3.826  0.958  -0.071
C  5.547  3.246  -0.440  -0.200
N  5.118  1.842  -0.447  -0.122
C  6.138  0.821  -0.686  -0.249
C  6.793  0.320  0.593  -0.073
C  3.837  1.531  -0.205  -0.643
S  3.387  -0.136  -0.240  0.868
N  3.027  2.587  -0.049  0.113
C  1.762  2.534  0.313  -0.388
O  1.096  1.556  0.764  -0.082
C  1.021  3.831  0.228  -0.127
C  1.706  5.033  0.076  -0.021
C  1.008  6.227  0.003  -0.075
C  -0.378  6.229  0.069  -0.083
C  -1.066  5.033  0.214  -0.073
C  -0.368  3.839  0.300  -0.015
H  6.036  4.864  0.893  0.076
H  6.449  3.273  1.536  0.063
H  4.759  3.798  1.492  0.067
H  6.495  3.283  -0.976  0.114
H  4.818  3.826  -1.003  0.108
H  6.882  1.267  -1.347  0.115
H  5.685  -0.005  -1.229  0.074
H  7.318  1.124  1.111  0.065
H  7.517  -0.461  0.360  0.078
H  6.043  -0.098  1.264  0.065
H  2.785  5.016  0.018  0.099
H  1.546  7.160  -0.107  0.103
H  -0.922  7.163  0.007  0.103
H  -2.148  5.031  0.261  0.103
H  -0.890  2.901  0.414  0.096
Cl  -1.381  -0.661  -0.656  0.579
C  -2.363  0.280  0.474  -1.002
Cl  -3.412  -0.750  1.462  0.545
H  -2.992  0.948  -0.102  0.027
H  -1.685  0.804  1.137  -0.002
O  0.088  -0.353  2.191  -0.069
C  -0.321  -1.396  2.720  -0.173
C  0.105  -2.724  2.437  -0.111
C  -0.504  -3.768  3.155  0.056
C  -0.135  -5.059  2.918  -0.150
C  0.850  -5.369  1.960  0.019
C  1.452  -4.373  1.253  0.023
C  1.107  -3.004  1.458  -0.307
O  1.702  -2.111  0.764  -0.153
N  -0.771  -6.136  3.669  -0.362
O  -0.422  -7.276  3.424  0.071
O  -1.620  -5.837  4.488  0.068
H  -1.098  -1.288  3.487  0.132
H  -1.265  -3.553  3.892  0.132
H  1.113  -6.405  1.802  0.122
H  2.210  -4.587  0.512  0.124


[2]
The following is a quantum chemistry calculation of a cluster of 2 separate species, C20H21F2 in total, from the Open Molecules 2025 dataset.

Properties
Gap between HOMO and LUMO = 5.79 eV
Total energy = -974.03922 Ha
Charge = +1
Highest occupied orbital energy = -11.9 eV
Energy relative to the best compared isomer or geometry (same formula, charge and spin) = 280.01 kJ/mol
Lowest unoccupied orbital energy = -6.152 eV

Last column: Löwdin charge in e.
CARTESIAN COORDINATES (ANGSTROEM)
C  -3.032  2.245  2.644  -0.063
C  -1.864  1.343  2.648  -0.094
C  -1.238  0.834  1.553  -0.055
C  0.033  0.257  1.821  0.050
H  0.004  -1.088  -0.027  0.069
C  1.304  0.834  1.557  -0.056
C  1.927  1.339  2.649  -0.093
C  3.099  2.245  2.644  -0.062
H  -3.251  2.502  3.691  0.090
H  -2.817  3.174  2.084  0.105
H  -3.902  1.744  2.189  0.104
H  -1.407  1.171  3.627  0.126
H  -1.616  0.864  0.520  0.141
H  0.033  -0.748  2.280  0.168
H  1.683  0.866  0.522  0.142
H  1.474  1.168  3.629  0.125
H  3.316  2.504  3.692  0.090
H  3.967  1.742  2.190  0.103
H  2.880  3.171  2.081  0.104
F  -3.398  1.260  -2.786  0.038
C  -3.059  0.038  -2.237  -0.239
C  -4.073  -0.888  -1.964  0.006
C  -3.694  -2.150  -1.442  -0.050
C  -2.346  -2.427  -1.203  -0.041
C  -1.344  -1.475  -1.489  -0.195
C  0.019  -1.714  -0.892  -0.096
C  1.332  -1.351  -1.540  -0.196
C  2.427  -2.205  -1.291  -0.042
C  3.735  -1.805  -1.572  -0.051
C  3.977  -0.514  -2.105  0.004
C  2.873  0.311  -2.345  -0.240
F  3.078  1.561  -2.899  0.039
C  1.564  -0.094  -2.115  0.019
C  -1.711  -0.242  -2.048  0.017
H  -5.108  -0.629  -2.156  0.120
H  -4.469  -2.896  -1.216  0.117
H  -2.052  -3.397  -0.789  0.117
H  0.075  -2.749  -0.548  0.122
H  2.240  -3.198  -0.868  0.117
H  4.583  -2.472  -1.371  0.117
H  4.977  -0.158  -2.329  0.120
H  0.740  0.550  -2.415  0.101
H  -0.962  0.475  -2.373  0.100


[3]
The following is a quantum chemistry calculation of the molecule C20H21F2N3O5S, from the Open Molecules 2025 dataset.

Properties
Gap between HOMO and LUMO = 9.56 eV
Total energy = -1913.15194 Ha
Charge = 0
Highest occupied orbital energy = -9.2 eV
Energy relative to the best compared isomer or geometry (same formula, charge and spin) = 0.00 kJ/mol
SMILES string = CCOC(=O)N1CCN(C(=O)c2cccc(NS(=O)(=O)c3ccc(F)c(F)c3)c2)CC1
Lowest unoccupied orbital energy = 0.373 eV

Last column: Löwdin charge in e.
CARTESIAN COORDINATES (ANGSTROEM)
C  -7.057  -0.460  -1.399  -0.062
C  -6.698  -1.154  -0.093  -0.217
H  -6.926  -2.222  -0.137  0.123
H  -7.237  -0.691  0.739  0.122
O  -5.297  -1.093  0.171  -0.014
C  -4.855  0.058  0.726  -0.539
O  -5.565  0.993  1.010  0.095
N  -3.521  0.025  0.968  -0.039
C  -2.629  -1.014  0.513  -0.103
H  -3.212  -1.856  0.145  0.126
H  -2.014  -1.341  1.360  0.135
C  -1.712  -0.469  -0.595  -0.113
N  -1.029  0.710  -0.119  -0.043
C  0.287  0.782  0.185  -0.414
O  0.767  1.703  0.824  0.076
C  1.184  -0.292  -0.344  -0.139
C  1.285  -0.570  -1.703  -0.034
C  2.264  -1.440  -2.155  -0.050
C  3.165  -2.010  -1.273  -0.027
C  3.081  -1.713  0.083  -0.321
C  2.080  -0.869  0.544  0.038
H  2.017  -0.621  1.594  0.133
N  4.084  -2.183  0.946  -0.046
S  5.581  -1.438  0.677  0.669
O  6.121  -1.918  -0.552  -0.269
O  6.323  -1.598  1.888  -0.280
C  5.053  0.269  0.471  -0.277
C  4.711  1.013  1.583  -0.054
C  4.125  2.257  1.420  0.024
C  3.874  2.728  0.142  -0.203
C  4.228  1.970  -0.972  -0.184
C  4.823  0.732  -0.810  0.022
H  5.104  0.134  -1.662  0.131
F  3.983  2.429  -2.206  0.101
F  3.308  3.925  -0.022  0.110
H  3.837  2.862  2.264  0.130
H  4.916  0.615  2.564  0.120
H  3.851  -2.106  1.927  0.115
H  3.960  -2.651  -1.616  0.116
H  2.339  -1.658  -3.209  0.111
H  0.622  -0.085  -2.404  0.122
C  -1.926  1.753  0.340  -0.098
H  -1.317  2.577  0.716  0.125
C  -2.844  1.214  1.439  -0.100
H  -3.600  1.952  1.708  0.127
H  -2.251  0.958  2.323  0.136
H  -2.527  2.096  -0.508  0.137
H  -0.992  -1.234  -0.883  0.117
H  -2.321  -0.198  -1.465  0.137
H  -6.488  -0.886  -2.223  0.076
H  -6.835  0.601  -1.324  0.074
H  -8.117  -0.585  -1.597  0.077


[4]
The following is a quantum chemistry calculation of the molecule C20H21FN2O2, from the Open Molecules 2025 dataset.

Properties
Gap between HOMO and LUMO = 8.08 eV
Total energy = -1134.38110 Ha
Charge = 0
Highest occupied orbital energy = -8.1 eV
Energy relative to the best compared isomer or geometry (same formula, charge and spin) = 694.62 kJ/mol
SMILES string = CN(C)CCC[C@]1(c2ccc(F)cc2)OCc2cc(C#[N+][O-])ccc21
Lowest unoccupied orbital energy = 0.027 eV

Last column: Löwdin charge in e.
CARTESIAN COORDINATES (ANGSTROEM)
O  5.635  -3.017  3.019  0.013
F  -3.096  3.275  4.879  0.032
C  3.846  -1.670  2.326  0.071
N  4.751  -2.268  2.708  -0.119
O  0.000  2.034  -0.540  -0.079
C  -3.166  1.764  3.048  -0.026
C  -1.202  3.019  3.488  0.005
C  1.462  -1.368  2.311  -0.029
C  2.704  0.350  1.172  0.060
C  -2.699  1.266  1.868  -0.029
C  -0.649  2.489  2.332  0.024
C  0.284  -0.791  1.812  0.021
C  -2.481  2.640  3.812  -0.251
C  2.700  -0.853  1.984  -0.172
C  1.581  0.710  0.457  -0.188
C  -1.414  1.577  1.534  -0.130
C  0.356  0.173  0.818  -0.139
N  -0.224  -1.836  -3.430  -0.273
C  1.415  1.632  -0.649  -0.082
C  -0.272  -1.008  -4.631  -0.107
C  0.727  -3.021  -3.419  -0.075
C  -0.755  1.022  0.266  -0.286
C  -0.415  -1.271  -2.092  -0.221
C  -1.739  0.304  -0.722  -0.104
C  -1.321  -0.048  -2.162  -0.172
H  -4.207  1.570  3.232  0.123
H  -0.613  3.754  4.004  0.118
H  1.458  -2.154  3.003  0.101
H  3.711  0.672  0.925  0.121
H  -3.446  0.706  1.361  0.116
H  0.398  2.734  2.070  0.136
H  -0.652  -1.332  2.084  0.140
H  1.475  1.027  -1.551  0.123
H  1.963  2.564  -0.617  0.138
H  -0.516  -1.602  -5.476  0.066
H  -1.198  -0.380  -4.633  0.082
H  0.612  -0.403  -4.774  0.075
H  0.406  -3.920  -3.905  0.056
H  1.733  -2.656  -3.755  0.086
H  0.920  -3.418  -2.391  0.080
H  -0.982  -2.039  -1.539  0.123
H  0.621  -1.192  -1.630  0.129
H  -2.525  0.959  -0.891  0.096
H  -2.076  -0.572  -0.272  0.095
H  -0.835  0.809  -2.676  0.117
H  -2.273  -0.230  -2.756  0.139